# 1
Density functional theory data (ωB97M-V with the def2-TZVPD basis set) for a 6-piece molecular cluster, C29H52F3INO17 overall.

Each line ends with the Löwdin charge.
CARTESIAN COORDINATES (ANGSTROEM)
C  1.62798  -8.94465  1.90062  -0.147
C  2.65152  -8.28686  0.98034  -0.697
I  2.23946  -8.78391  -1.10635  0.742
C  2.93251  -6.79252  1.18306  -0.230
C  1.82684  -5.85677  1.68262  -0.418
N  2.38165  -4.47818  1.47001  0.067
C  0.50029  -5.92477  0.88402  -0.102
C  -0.78556  -6.34410  1.61634  -0.114
C  -1.46069  -7.59397  1.14401  -0.222
F  -1.28494  -7.97837  -0.14337  0.041
C  -2.32672  -8.28453  1.89993  -0.310
F  -2.03020  -8.75738  3.10247  0.126
F  -3.59609  -8.55137  1.61131  0.116
C  1.66914  -5.97271  3.24114  -0.672
O  2.39906  -6.78007  3.84675  -0.032
O  0.82740  -5.16935  3.74323  -0.079
H  0.82861  -8.28447  2.21730  0.056
H  1.22259  -9.85498  1.45917  0.051
H  2.15220  -9.24900  2.80847  0.082
H  3.59443  -8.80426  1.13866  0.057
H  3.27543  -6.39111  0.22216  0.084
H  3.77767  -6.70305  1.86679  0.113
H  3.39342  -4.53339  1.42644  0.058
H  2.15379  -3.92426  2.28950  0.066
H  0.63852  -6.59890  0.03462  0.053
H  0.33646  -4.94836  0.43284  0.108
H  -0.67091  -6.43330  2.69986  0.114
H  -1.55006  -5.57431  1.46002  0.121
C  -2.14978  -2.83128  3.86599  -0.055
C  -0.95831  -1.95669  3.55523  -0.191
O  -0.80221  -1.76443  2.13427  0.057
C  -1.59141  -0.86410  1.58368  -0.599
O  -2.40175  -0.16339  2.14625  0.087
O  -1.34807  -0.83317  0.26938  0.009
C  -2.16993  0.07136  -0.46611  -0.035
H  -2.07229  -3.77182  3.32021  0.072
H  -2.19078  -3.04647  4.93324  0.082
H  -3.08465  -2.34961  3.57400  0.071
H  -0.04859  -2.44929  3.89211  0.117
H  -1.02648  -0.99162  4.05777  0.119
H  -2.13576  1.07248  -0.03933  0.091
H  -3.19950  -0.28376  -0.49523  0.099
H  -1.77493  0.10417  -1.47829  0.086
C  -1.25857  0.79229  -7.41576  -0.064
C  -1.06903  2.08909  -6.65891  -0.220
O  -0.92190  1.87051  -5.24909  0.035
C  0.29018  1.47086  -4.85910  -0.614
O  1.24570  1.30781  -5.57352  0.121
O  0.25846  1.28480  -3.54187  0.000
C  1.48089  0.78545  -2.98546  -0.029
H  -2.09002  0.22582  -6.99494  0.083
H  -1.46477  0.99605  -8.46665  0.079
H  -0.36607  0.17115  -7.35186  0.076
H  -1.95234  2.71643  -6.76664  0.122
H  -0.21721  2.65251  -7.03977  0.117
H  2.32715  1.40442  -3.27428  0.094
H  1.64372  -0.24248  -3.30384  0.103
H  1.36484  0.80747  -1.90604  0.094
C  -1.67906  6.87407  0.39654  -0.068
C  -3.13562  6.72030  0.77861  -0.221
O  -3.53665  5.34502  0.80586  0.031
C  -3.17670  4.66762  1.90335  -0.615
O  -2.58249  5.12787  2.84582  0.116
O  -3.58657  3.41542  1.76764  0.011
C  -3.22164  2.53561  2.84618  -0.032
H  -1.47846  6.36236  -0.54568  0.080
H  -1.42655  7.92919  0.28638  0.077
H  -1.03160  6.44073  1.15758  0.075
H  -3.77606  7.18830  0.03252  0.120
H  -3.34586  7.18756  1.74047  0.121
H  -3.53345  2.95416  3.80155  0.096
H  -2.14901  2.36315  2.84084  0.095
H  -3.73130  1.59970  2.66775  0.077
C  0.83194  6.08565  -5.83938  -0.062
C  0.86084  7.54827  -6.22161  -0.209
O  1.49390  7.75519  -7.49596  0.039
C  0.73715  7.49102  -8.55779  -0.613
O  -0.41034  7.12624  -8.54446  0.121
O  1.47051  7.70248  -9.65255  0.004
C  0.80009  7.39962  -10.87816  -0.041
H  1.83610  5.66199  -5.88065  0.085
H  0.43867  5.96286  -4.83037  0.082
H  0.20607  5.51651  -6.52602  0.069
H  1.45914  8.11677  -5.51214  0.122
H  -0.14023  7.97847  -6.23133  0.123
H  -0.15715  7.91303  -10.93491  0.094
H  0.65090  6.32507  -10.97170  0.098
H  1.45299  7.74865  -11.67264  0.092
C  3.03056  2.82853  5.69539  -0.067
C  1.58878  2.57967  6.08197  -0.215
O  1.26759  1.18215  6.06429  0.034
C  1.67048  0.48577  7.12890  -0.614
O  2.24730  0.93111  8.08949  0.115
O  1.32249  -0.78214  6.94410  0.008
C  1.73781  -1.68313  7.97531  -0.030
H  3.25119  2.36159  4.73488  0.082
H  3.22068  3.89955  5.61974  0.077
H  3.70909  2.40749  6.43626  0.074
H  0.91556  3.03451  5.35735  0.121
H  1.35960  3.00042  7.06086  0.121
H  1.41656  -1.32751  8.95204  0.092
H  2.81941  -1.80341  7.95578  0.099
H  1.26293  -2.63310  7.75057  0.098

Calculated values
E_HOMO ... -4.9 eV
LUMO level ... 1.6 eV
Frontier orbital gap ... 6.538 eV
Maximum force ... 1.63 eV/Å
Charge ... -1

=====

# 2
Density functional theory data (ωB97M-V with the def2-TZVPD basis set) for a 2-piece molecular cluster, C29H52N6O5 overall.

Each line ends with the Löwdin charge.
CARTESIAN COORDINATES (ANGSTROEM)
C  5.42277  1.85856  -1.80772  -0.076
C  5.01667  0.70370  -2.73417  -0.376
C  6.30748  -0.11292  -3.06752  -0.072
C  3.95174  -0.22701  -2.13574  -0.322
C  3.76824  -1.52091  -2.95453  -0.064
C  2.59535  0.47311  -1.94274  -0.170
O  1.83188  0.40344  -3.13366  -0.080
C  1.17119  1.62964  -3.43454  -0.342
C  2.29770  2.61296  -3.92487  -0.646
O  2.56029  3.65129  -3.25202  -0.025
O  2.90653  2.28469  -4.94455  0.006
C  0.26689  1.29237  -4.65455  -0.106
C  0.09577  2.23622  -5.63970  -0.001
C  -0.70071  1.83824  -6.70259  -0.055
C  -1.21377  0.56734  -6.67277  -0.196
N  -1.06929  -0.33946  -5.72785  0.067
C  -0.30078  0.03929  -4.70748  -0.088
N  0.44902  2.15842  -2.28278  -0.055
C  -0.53049  1.21648  -1.77237  -0.198
C  -0.85417  1.44649  -0.26760  -0.154
C  -2.34688  1.24723  0.07785  -0.183
C  -2.57209  -0.23637  0.42398  -0.227
N  -2.27914  -1.11781  -0.74058  0.052
C  -1.52655  -2.25632  -0.43578  -0.554
N  -1.86808  -3.40926  -0.87533  0.106
N  -0.35947  -2.17252  0.36437  0.105
C  -0.21021  3.42897  -2.57475  -0.130
C  0.26299  4.48434  -1.50105  -0.081
C  0.44800  5.79982  -2.22438  -0.503
O  -0.47479  6.42039  -2.70624  0.091
O  1.73654  6.28579  -2.35487  0.046
H  5.96271  2.62656  -2.36721  0.084
H  4.56467  2.36945  -1.35789  0.063
H  6.05135  1.48366  -0.98794  0.075
H  4.63601  1.13420  -3.66810  0.126
H  6.37192  -0.98756  -2.41545  0.066
H  7.17160  0.53585  -2.90084  0.066
H  6.28217  -0.39503  -4.12251  0.076
H  4.27681  -0.55283  -1.13152  0.139
H  3.70433  -1.29285  -4.02116  0.093
H  2.83836  -2.01496  -2.64594  0.073
H  4.57376  -2.24139  -2.79207  0.065
H  2.06407  -0.10863  -1.16170  0.110
H  2.76960  1.48354  -1.57004  0.115
H  0.56611  3.20839  -5.60281  0.125
H  -0.89669  2.50576  -7.53206  0.102
H  -1.81429  0.26786  -7.53535  0.098
H  -0.12761  -0.66076  -3.90002  0.113
H  -1.48532  1.22674  -2.32747  0.115
H  -0.19075  0.18139  -1.84160  0.090
H  -0.31396  0.66897  0.29112  0.089
H  -0.46850  2.39891  0.09956  0.098
H  -2.99736  1.47839  -0.76980  0.108
H  -2.58438  1.81557  0.98449  0.103
H  -1.98562  -0.50406  1.30643  0.088
H  -3.62554  -0.42260  0.69369  0.106
H  -3.17240  -1.36668  -1.13515  0.121
H  -2.71549  -3.34314  -1.43429  0.036
H  -0.08483  -3.11721  0.60040  0.075
H  0.39457  -1.75034  -0.17260  0.078
H  0.06700  3.85139  -3.53686  0.107
H  -1.30148  3.40173  -2.49684  0.128
H  -0.50164  4.63114  -0.73220  0.108
H  1.22805  4.21223  -1.07932  0.112
H  2.05411  5.98096  -3.21919  0.103
C  -2.51883  -3.92632  2.95122  -0.094
C  -3.16513  -3.99233  4.33395  -0.215
C  -3.31523  -2.62335  4.99637  -0.116
N  -2.16778  -2.22195  5.89789  -0.256
C  -0.84419  -2.34142  5.21249  0.021
C  -2.37467  -0.77269  6.33291  -0.093
C  -3.19711  -0.87032  7.59869  -0.148
C  -2.56719  -2.05801  8.31191  -0.139
C  -2.18475  -3.03083  7.19669  -0.076
H  -1.45577  -3.69469  2.99146  0.055
H  -2.61904  -4.89182  2.45714  0.088
H  -2.99984  -3.17821  2.31976  0.076
H  -2.62922  -4.70010  4.97160  0.113
H  -4.16950  -4.39863  4.20348  0.121
H  -4.20470  -2.61286  5.62563  0.133
H  -3.42085  -1.84058  4.24571  0.134
H  -0.88332  -1.78267  4.27963  0.118
H  -0.63310  -3.39154  5.03411  0.105
H  -0.07894  -1.93100  5.86686  0.114
H  -1.39537  -0.34404  6.53899  0.138
H  -2.85330  -0.21891  5.52926  0.138
H  -4.24602  -1.06456  7.36744  0.119
H  -3.15222  0.04155  8.19030  0.129
H  -3.24019  -2.51136  9.03675  0.124
H  -1.67255  -1.74516  8.85206  0.123
H  -2.90859  -3.83449  7.09238  0.130
H  -1.19664  -3.45451  7.35412  0.132

Calculated values
E_HOMO ... -6.5 eV
LUMO level ... -1.3 eV
Frontier orbital gap ... 5.260 eV
Maximum force ... 2.62 eV/Å
Charge ... 0

=====

# 3
Density functional theory data (ωB97M-V with the def2-TZVPD basis set) for a 12-piece molecular cluster, C29H54Cl22O4 overall.

Each line ends with the Löwdin charge.
CARTESIAN COORDINATES (ANGSTROEM)
O  2.57275  3.11567  0.74640  0.086
C  2.02288  4.08231  0.30635  -0.362
O  0.95382  4.63748  0.88574  -0.026
C  0.70245  6.00810  0.52643  -0.162
C  -0.19327  6.18640  -0.69665  -0.132
C  -1.52609  5.42638  -0.72135  -0.250
C  -2.54146  5.84105  0.37627  -0.110
O  -2.84184  4.68090  1.15077  -0.011
C  -2.23244  3.57154  0.67422  -0.488
O  -2.30388  2.51598  1.24766  0.105
C  -1.52126  3.89177  -0.61518  -0.034
H  2.36167  4.56456  -0.62576  0.153
H  0.25056  6.46173  1.41482  0.131
H  1.66124  6.51677  0.36709  0.126
H  0.35457  5.98553  -1.62387  0.120
H  -0.44457  7.25736  -0.71733  0.127
H  -1.98121  5.68039  -1.68580  0.138
H  -2.18730  6.63845  1.03630  0.127
H  -3.47233  6.18913  -0.08326  0.125
H  -2.09893  3.45688  -1.43708  0.075
H  -0.55214  3.39673  -0.60926  0.125
Cl  -2.81905  -1.39329  -2.95511  0.540
C  -3.33643  -0.22538  -1.70482  -0.663
C  -4.17374  0.88643  -2.27755  -0.651
Cl  -3.21793  1.94004  -3.36142  0.555
H  -2.44236  0.16436  -1.22405  0.072
H  -3.91503  -0.77743  -0.96822  0.037
H  -4.55252  1.50791  -1.46792  0.026
H  -5.01043  0.50203  -2.85482  0.071
Cl  1.17554  -5.57304  -1.26469  0.545
C  -0.22411  -4.59561  -1.79459  -0.691
C  -0.86406  -3.85468  -0.65111  -0.644
Cl  -1.66190  -4.97320  0.49324  0.554
H  -0.92675  -5.26906  -2.27635  0.021
H  0.14317  -3.88297  -2.53111  0.049
H  -1.63387  -3.19031  -1.04019  0.031
H  -0.13646  -3.27537  -0.08911  0.072
Cl  4.70392  5.59862  2.90430  0.538
C  5.59630  4.21353  2.22147  -0.654
C  6.74167  4.65573  1.35070  -0.642
Cl  6.17178  5.44929  -0.14741  0.544
H  4.88152  3.60909  1.66717  0.046
H  5.97725  3.63333  3.05971  0.077
H  7.32731  3.79055  1.04641  0.077
H  7.39061  5.36145  1.86279  0.057
Cl  -4.54637  -2.78495  2.97941  0.529
C  -3.08220  -3.45443  3.74411  -0.668
C  -3.34336  -4.78029  4.40752  -0.648
Cl  -4.39978  -4.61634  5.84069  0.556
H  -2.71676  -2.71948  4.45674  0.070
H  -2.34389  -3.58538  2.95607  0.029
H  -2.40357  -5.20752  4.75248  0.076
H  -3.82306  -5.47652  3.72482  0.069
Cl  -5.86908  -10.18894  8.10794  0.529
C  -5.78285  -8.45571  7.68604  -0.656
C  -4.37805  -7.91975  7.76291  -0.672
Cl  -3.76972  -7.86451  9.43897  0.535
H  -6.44752  -7.92209  8.35997  0.069
H  -6.15320  -8.35738  6.66700  0.072
H  -4.36251  -6.90164  7.37920  0.010
H  -3.69089  -8.53140  7.18379  0.070
Cl  10.53855  9.94215  -1.28903  0.545
C  9.74424  8.43887  -1.83450  -0.653
C  8.92454  7.80210  -0.74371  -0.679
Cl  9.94043  7.15694  0.57290  0.540
H  10.52212  7.76840  -2.18986  0.070
H  9.09685  8.70483  -2.66800  0.074
H  8.36243  6.96339  -1.14768  0.028
H  8.22799  8.51102  -0.30391  0.070
Cl  13.81079  10.73397  -5.03116  0.531
C  13.24332  11.75770  -3.68522  -0.671
C  12.91760  13.15820  -4.13411  -0.668
Cl  14.37201  14.06782  -4.62077  0.533
H  14.01654  11.75704  -2.92152  0.069
H  12.34950  11.28578  -3.28206  0.030
H  12.45989  13.70449  -3.31131  0.072
H  12.23510  13.15216  -4.97981  0.066
Cl  0.75782  -9.18795  -6.71572  0.535
C  1.67887  -7.92093  -5.86389  -0.665
C  1.21350  -7.73162  -4.44374  -0.656
Cl  -0.42420  -7.03426  -4.36566  0.558
H  1.57824  -7.00187  -6.43537  0.065
H  2.72290  -8.22913  -5.86569  0.072
H  1.87689  -7.03852  -3.92871  0.053
H  1.19799  -8.67312  -3.90107  0.071
Cl  -6.18224  -14.29656  4.03865  0.535
C  -6.74221  -13.12961  5.26520  -0.674
C  -7.69647  -12.11507  4.69084  -0.668
Cl  -6.88912  -11.00491  3.55225  0.527
H  -5.86546  -12.64712  5.68909  0.055
H  -7.24520  -13.70029  6.04374  0.073
H  -8.09971  -11.50538  5.49761  0.065
H  -8.51514  -12.59340  4.15990  0.067
Cl  -5.38825  0.36640  1.09576  0.581
C  -5.85124  1.59592  2.29853  -0.634
C  -6.71868  2.67512  1.70314  -0.638
Cl  -5.81259  3.67613  0.53733  0.588
H  -4.93062  2.00629  2.70691  0.069
H  -6.39795  1.08121  3.08674  0.076
H  -7.05877  3.34079  2.49426  0.074
H  -7.58145  2.26205  1.18755  0.068
Cl  -3.43176  -5.55388  -6.61376  0.542
C  -3.16640  -3.82895  -6.97124  -0.662
C  -1.72081  -3.43628  -6.80667  -0.645
Cl  -1.21229  -3.50123  -5.09981  0.532
H  -3.80733  -3.25069  -6.31052  0.065
H  -3.47324  -3.66222  -8.00235  0.072
H  -1.57653  -2.41158  -7.14461  0.074
H  -1.06533  -4.09497  -7.37050  0.068

Calculated values
E_HOMO ... -10.4 eV
SMILES ... O=COCC[C@@H]1COC(=O)C1.ClCCCl.ClCCCl.ClCCCl.ClCCCl.ClCCCl.ClCCCl.ClCCCl.ClCCCl.ClCCCl.ClCCCl.ClCCCl
LUMO level ... 0.2 eV
Frontier orbital gap ... 10.618 eV
Maximum force ... 0.64 eV/Å
Charge ... 0